1.
ORCA calculation (the ωB97M-V functional and the def2-TZVPD basis) on 2 unconnected molecules or ions with the total composition C8H12N4.

CARTESIAN COORDINATES (ANGSTROEM)
C 2.049 0.565 -0.893
C 1.091 -0.309 -1.661
C -0.223 -0.384 -1.991
N -0.442 -1.641 -2.504
C 0.777 -2.268 -2.568
N 1.675 -1.556 -1.915
H 1.638 1.593 -0.939
H 3.003 0.509 -1.427
H 2.212 0.290 0.141
H -1.023 0.286 -1.802
H -1.277 -1.780 -3.048
H 0.920 -3.288 -2.863
C -2.408 0.990 0.465
C -1.328 0.935 1.467
C -1.343 0.422 2.735
N -0.099 0.585 3.276
C 0.673 1.129 2.243
N -0.021 1.352 1.179
H -2.603 -0.055 0.157
H -2.193 1.479 -0.488
H -3.199 1.640 0.887
H -2.290 0.107 3.137
H 0.315 0.001 3.982
H 1.744 1.199 2.330

Values from the calculation:
**LUMO**: 0.0312 Eh
**Relative energy (zero: lowest compared OMol25 entry of this formula, charge and spin)**: 1.348 eV
**SMILES**: Cc1c[nH]cn1.Cc1c[nH]cn1
**Spin multiplicity**: 1
**HOMO energy**: -8.41 eV

Atom charges from the Löwdin analysis, given in e for atoms 1 to 6: -0.074, -0.325, -0.083, 0.036, -0.192, 0.076

=====

2.
ORCA calculation (the ωB97M-V functional and the def2-TZVPD basis) on a gas-phase ion, C8H12N4O (charge +2).

CARTESIAN COORDINATES (ANGSTROEM)
C -0.981 -1.684 1.272
C 0.323 -2.022 1.855
C 0.645 -0.305 0.458
C 1.153 0.760 -0.307
C 0.268 -4.128 2.854
C -1.567 -0.109 -0.643
C -1.019 1.301 -1.163
C 1.165 2.305 -2.158
N 0.609 -2.911 2.752
N -0.707 -0.745 0.379
N 1.239 -1.214 1.277
N 0.465 1.369 -1.238
O -0.004 -4.758 1.754
H -1.937 -2.252 1.267
H 2.271 0.903 -0.174
H 0.402 -4.795 3.704
H -2.574 0.081 -0.185
H -1.691 -0.898 -1.456
H -1.494 1.533 -2.107
H -1.367 2.007 -0.377
H 1.183 2.116 -3.193
H 2.079 2.283 -1.673
H 0.518 3.181 -2.086
H 2.191 -1.175 1.599
H -0.146 -5.665 1.815

Values from the calculation:
**LUMO (alpha / beta)**: -0.3300 / -0.3300 Eh
**Relative energy (zero: lowest compared OMol25 entry of this formula, charge and spin)**: 0.449 eV
**Spin multiplicity**: 1
**HOMO energy (alpha / beta)**: -16.01 / -16.01 eV
**Charge**: +2

Atom charges from the Löwdin analysis, given in e for atoms 1 to 6: 0.134, -0.227, -0.140, 0.073, -0.138, -0.028

=====

3.
ORCA calculation (the ωB97M-V functional and the def2-TZVPD basis) on C8H12N4O3 in the gas phase.

CARTESIAN COORDINATES (ANGSTROEM)
N -0.543 -1.830 1.486
C -0.725 -1.941 0.054
C -1.967 -1.138 -0.428
C -1.966 0.381 -0.199
C -2.495 1.408 -0.932
N -2.047 2.513 -0.231
C -1.253 2.195 0.777
N -1.186 0.854 0.774
C 0.447 -1.262 -0.651
O 0.351 -0.776 -1.747
N 1.574 -1.158 0.217
C 2.644 -0.414 -0.302
C 2.897 1.024 -0.019
O 2.026 1.777 0.319
O 4.159 1.334 -0.132
H -0.554 -0.780 1.693
H -1.237 -2.440 2.028
H -0.765 -2.868 -0.389
H -2.683 -1.505 0.284
H -2.257 -1.288 -1.474
H -3.353 1.653 -1.535
H -2.260 3.497 -0.493
H -0.754 2.853 1.498
H 1.210 -1.374 1.183
H 2.401 -0.387 -1.336
H 3.605 -0.923 -0.312
H 4.730 0.596 -0.132

Values from the calculation:
**LUMO**: 0.0263 Eh
**Relative energy (zero: lowest compared OMol25 entry of this formula, charge and spin)**: 1.773 eV
**SMILES**: N[C@@H](Cc1c[nH]cn1)C(=O)NCC(=O)O
**Spin multiplicity**: 1
**HOMO energy**: -8.56 eV

Atom charges from the Löwdin analysis, given in e for atoms 1 to 6: -0.001, -0.305, -0.080, -0.304, -0.030, 0.016

=====

4.
ORCA calculation (the ωB97M-V functional and the def2-TZVPD basis) on 2 unconnected molecules or ions with the total composition C8H12N5.

CARTESIAN COORDINATES (ANGSTROEM)
C 2.390 -0.209 -0.464
C 3.100 0.208 -3.881
C -1.078 -1.512 1.973
C -1.647 -0.257 1.924
C 0.270 -0.301 0.773
C -1.596 1.995 -0.864
C 1.038 -2.693 1.351
C -0.891 1.918 0.543
N 1.417 0.117 0.215
N 2.845 0.737 -4.861
N 0.111 -1.543 1.300
N 3.339 -0.522 -1.106
N -0.761 0.545 1.144
H -1.251 -2.299 2.794
H -2.404 0.138 2.451
H 3.507 -0.259 -2.032
H 2.467 1.230 -5.775
H -1.358 2.815 -1.519
H -1.521 0.967 -1.443
H -2.593 2.192 -0.614
H 1.939 -2.335 1.911
H 0.368 -3.427 1.946
H 1.352 -2.933 0.317
H -1.543 2.568 1.212
H 0.182 2.211 0.555

Values from the calculation:
**LUMO**: -0.1029 Eh
**Relative energy (zero: lowest compared OMol25 entry of this formula, charge and spin)**: 2.570 eV
**Spin multiplicity**: 1
**HOMO energy**: -12.49 eV
**Charge**: +1

Atom charges from the Löwdin analysis, given in e for atoms 1 to 6: -0.211, -0.030, -0.047, 0.032, -0.249, -0.058

=====

5.
ORCA calculation (the ωB97M-V functional and the def2-TZVPD basis) on a gas-phase ion, C8H12NO3S (charge -1).

CARTESIAN COORDINATES (ANGSTROEM)
C -1.188 -2.157 1.145
C -0.594 -0.903 0.587
C -0.845 0.315 1.070
C -0.240 1.482 0.451
C -0.708 2.838 0.891
N 0.655 1.409 -0.456
C 1.208 0.161 -0.759
C 1.979 0.167 -2.059
S 2.560 -0.081 0.552
O 3.005 -1.454 0.293
O 3.582 0.916 0.273
O 1.915 0.081 1.849
C 0.321 -1.064 -0.590
H -1.645 -2.753 0.352
H -1.937 -1.937 1.904
H -0.395 -2.752 1.596
H -1.495 0.465 1.921
H -0.416 2.996 1.928
H -1.794 2.916 0.822
H -0.244 3.600 0.272
H 2.608 1.052 -2.076
H 1.313 0.166 -2.925
H 2.617 -0.714 -2.079
H 1.000 -1.905 -0.418
H -0.270 -1.274 -1.498

Values from the calculation:
**LUMO**: 0.1282 Eh
**Relative energy (zero: lowest compared OMol25 entry of this formula, charge and spin)**: 0.000 eV
**SMILES**: CC1=CC(C)=N[C@@](C)(S(=O)(=O)[O-])C1
**Spin multiplicity**: 1
**HOMO energy**: -4.61 eV
**Charge**: -1

Atom charges from the Löwdin analysis, given in e for atoms 1 to 6: -0.050, -0.275, -0.025, -0.354, -0.041, 0.124

=====

6.
ORCA calculation (the ωB97M-V functional and the def2-TZVPD basis) on 2 unconnected molecules or ions with the total composition C8H12NO4S2.

CARTESIAN COORDINATES (ANGSTROEM)
C -0.090 1.429 -0.222
C 0.105 0.336 -2.433
C 2.239 -0.380 -2.404
C -0.245 2.049 2.214
C -0.349 -3.281 -1.373
C 0.676 1.596 1.086
C 1.940 0.187 -1.023
C -1.070 -2.031 -0.957
N 0.611 0.716 -1.186
O 1.118 -0.289 -3.133
O -1.158 1.959 -0.441
O -0.983 0.548 -2.905
O 3.287 -0.818 -2.813
S -2.688 -1.813 -1.635
S -0.884 -1.670 0.782
H -0.884 2.859 1.872
H 0.338 2.386 3.069
H -0.880 1.224 2.528
H -0.429 -3.386 -2.456
H 0.710 -3.200 -1.108
H -0.735 -4.201 -0.916
H 1.453 2.350 0.914
H 1.159 0.660 1.363
H 2.667 0.958 -0.747
H 1.974 -0.622 -0.282
H -2.389 -0.658 -2.261
H -1.179 -0.372 0.658

Values from the calculation:
**LUMO (alpha / beta)**: 0.1075 / 0.1075 Eh
**Relative energy (zero: lowest compared OMol25 entry of this formula, charge and spin)**: 0.000 eV
**Spin multiplicity**: 1
**HOMO energy (alpha / beta)**: -1.97 / -1.97 eV
**Charge**: -1

Atom charges from the Löwdin analysis, given in e for atoms 1 to 6: -0.461, -0.445, -0.419, -0.094, -0.317, -0.189

=====

7.
ORCA calculation (the ωB97M-V functional and the def2-TZVPD basis) on 2 unconnected molecules or ions with the total composition C8H12NS.

CARTESIAN COORDINATES (ANGSTROEM)
C -3.083 0.784 -0.093
C -2.190 1.637 -0.757
C -2.722 -0.299 0.686
C -0.824 1.383 -0.579
C -1.379 -0.574 0.914
C -0.331 0.307 0.289
C 1.886 -0.629 -1.454
C 1.053 0.178 0.465
N 1.472 -0.907 1.341
S 1.975 1.663 0.722
H -4.185 0.827 -0.215
H -2.643 2.375 -1.434
H -3.425 -1.043 0.982
H -0.007 1.920 -1.081
H -1.033 -1.464 1.507
H 1.265 -0.280 -2.305
H 2.893 -0.259 -1.412
H 1.672 -1.624 -1.071
H 0.855 -1.777 1.150
H 1.327 -0.693 2.331
H 2.496 -1.243 1.172
H 2.109 2.094 -0.568

Values from the calculation:
**LUMO (alpha / beta)**: -0.1575 / -0.1575 Eh
**Relative energy (zero: lowest compared OMol25 entry of this formula, charge and spin)**: 2.914 eV
**Spin multiplicity**: 1
**HOMO energy (alpha / beta)**: -12.08 / -12.08 eV
**Charge**: +1

Atom charges from the Löwdin analysis, given in e for atoms 1 to 6: -0.076, -0.040, -0.090, -0.036, -0.006, -0.262

=====

8.
ORCA calculation (the ωB97M-V functional and the def2-TZVPD basis) on 2 unconnected molecules or ions with the total composition C8H12O.

CARTESIAN COORDINATES (ANGSTROEM)
C -2.959 -0.576 -0.205
C -1.788 -0.837 -0.418
C 1.495 -2.201 1.232
C 1.690 -1.355 0.293
C -4.374 -0.179 0.163
C 1.542 1.713 0.288
C 2.213 0.835 -0.767
C 1.701 -0.647 -0.806
O 1.594 -1.056 -2.064
H 2.365 -2.678 1.653
H 0.494 -2.381 1.581
H -0.855 -1.264 -0.447
H -4.759 0.670 -0.484
H -4.997 -1.101 0.227
H -4.416 0.349 1.062
H 1.799 2.801 0.142
H 0.487 1.620 0.153
H 1.631 1.227 1.365
H 2.080 1.236 -1.754
H 3.250 0.882 -0.438
H 1.178 -1.917 -2.043

Values from the calculation:
**LUMO (alpha / beta)**: 0.0277 / -0.0680 Eh
**Relative energy (zero: lowest compared OMol25 entry of this formula, charge and spin)**: 3.189 eV
**Spin multiplicity**: 3
**HOMO energy (alpha / beta)**: -4.53 / -9.59 eV

Atom charges from the Löwdin analysis, given in e for atoms 1 to 6: -0.152, 0.099, -0.067, -0.088, -0.108, -0.119

=====

9.
ORCA calculation (the ωB97M-V functional and the def2-TZVPD basis) on 2 unconnected molecules or ions with the total composition C8H12O2.

CARTESIAN COORDINATES (ANGSTROEM)
C 2.003 1.881 -1.833
C 1.489 0.405 -1.604
C 0.554 0.228 -0.422
C 0.039 1.357 0.254
C -0.765 1.242 1.430
C -1.005 0.006 2.011
O -1.503 -0.061 3.229
C -0.567 -1.129 1.299
C 0.127 -0.982 0.086
H 2.771 1.884 -2.624
H 2.407 2.400 -0.947
H 1.122 2.437 -2.195
H 0.966 -0.021 -2.481
H 2.342 -0.258 -1.365
H 0.196 2.406 -0.033
H -0.981 2.215 1.892
H -1.754 0.791 3.661
H -0.644 -2.149 1.698
H 0.499 -1.909 -0.371
O -2.267 -3.892 -0.369
H -2.011 -3.523 -1.244
H -3.017 -3.328 -0.072

Values from the calculation:
**LUMO**: 0.0283 Eh
**Relative energy (zero: lowest compared OMol25 entry of this formula, charge and spin)**: 0.365 eV
**SMILES**: CCc1ccc(O)cc1.O
**Spin multiplicity**: 1
**HOMO energy**: -8.27 eV

Atom charges from the Löwdin analysis, given in e for atoms 1 to 6: -0.108, -0.199, -0.260, -0.038, -0.027, -0.375

=====

10.
ORCA calculation (the ωB97M-V functional and the def2-TZVPD basis) on a molecular structure, C8H12O6Sr.

CARTESIAN COORDINATES (ANGSTROEM)
O -2.391 -0.150 0.569
Sr -3.877 3.647 1.177
O -1.716 1.805 1.350
C -1.493 0.634 1.092
O -0.314 0.050 1.258
C 0.774 0.820 1.653
C -2.043 -1.509 0.193
C -3.251 -2.148 -0.439
H -1.197 -1.463 -0.504
H -1.729 -2.041 1.099
H -3.551 -1.614 -1.350
H -2.992 -3.179 -0.713
H -4.097 -2.177 0.259
C 1.717 0.247 2.410
H 2.544 0.843 2.794
H 1.537 -0.751 2.813
C 1.441 1.690 0.531
C 1.428 1.182 -0.898
O 2.331 0.081 -1.029
C 2.469 -0.433 -2.239
O 1.873 -0.084 -3.229
O 3.470 -1.305 -2.217
H 0.832 2.608 0.504
H 2.439 2.041 0.816
H 1.742 1.985 -1.576
H 0.427 0.856 -1.212
H 3.627 -1.635 -3.111

Values from the calculation:
**LUMO**: 0.0108 Eh
**Relative energy (zero: lowest compared OMol25 entry of this formula, charge and spin)**: 0.000 eV
**Spin multiplicity**: 1
**HOMO energy**: -4.50 eV

Atom charges from the Löwdin analysis, given in e for atoms 1 to 6: 0.021, 0.280, -0.144, -0.614, 0.065, -0.259